# 1
ORCA calculation (ωB97M-V with the def2-TZVPD basis set) on a single C6H10O3 molecule at a distorted geometry.

XYZ file:
```
19
C6H10O3, DFT ωB97M-V with the def2-TZVPD basis set
C -1.64 -0.94 0.86
C -1.06 0.38 1.54
C -0.17 0.89 0.41
C 0.63 1.91 -0.24
O 1.19 1.01 -1.32
C 1.18 -0.27 -0.77
C -0.07 -1.20 -1.10
O -0.71 -1.69 0.09
O 0.93 -0.01 0.57
H -2.48 -0.57 0.30
H -2.07 -1.66 1.63
H -1.95 0.97 1.89
H -0.50 0.10 2.49
H -0.77 0.65 -0.45
H 0.11 2.71 -0.77
H 1.52 2.32 0.31
H 2.13 -0.78 -0.93
H 0.27 -2.11 -1.62
H -0.82 -0.71 -1.73
```

**Lowest unoccupied orbital energy**: 0.98 eV
**E_HOMO**: -9.37 eV
**ΔE to the lowest compared entry with this formula, charge and spin**: 374.04 kJ/mol
**SMILES**: C1C[C@H]2CO[C@H](CO1)O2
**E_tot**: -12522.8960 eV



# 2
ORCA calculation (ωB97M-V with the def2-TZVPD basis set) on a single C6H10O3 molecule at a distorted geometry.

XYZ file:
```
19
C6H10O3, DFT ωB97M-V with the def2-TZVPD basis set
C -2.71 0.30 0.12
C -1.60 0.79 -0.94
C -0.52 -0.30 -0.90
O -0.89 -1.50 -1.05
C 1.05 -0.12 -0.67
O 1.70 -1.25 -1.21
C 1.22 -0.09 0.81
C 2.50 0.20 1.40
O 0.50 -0.69 1.58
H -2.20 0.07 1.10
H -3.26 -0.50 -0.35
H -3.34 1.13 0.34
H -2.30 0.68 -1.85
H -1.37 1.82 -0.66
H 1.57 0.70 -1.21
H 1.19 -2.06 -1.29
H 2.39 0.24 2.52
H 2.92 1.19 1.08
H 3.14 -0.63 1.17
```

**Lowest unoccupied orbital energy**: 0.57 eV
**E_HOMO**: -9.64 eV
**ΔE to the lowest compared entry with this formula, charge and spin**: 193.19 kJ/mol
**SMILES**: CCC(=O)[C@H](O)C(C)=O
**E_tot**: -12524.7705 eV



# 3
ORCA calculation (ωB97M-V with the def2-TZVPD basis set) on a molecular structure, C6H10O3 at a distorted geometry.

XYZ file:
```
19
C6H10O3, DFT ωB97M-V with the def2-TZVPD basis set
C -0.33 0.56 -0.42
C -0.92 -0.61 0.96
C -2.11 0.22 1.44
C 0.82 -0.21 0.03
C 1.91 1.03 -2.07
C 1.90 -0.73 0.52
O -0.94 0.21 -1.49
O -1.29 -1.80 0.34
O 3.06 0.71 -2.00
H 1.02 0.31 -2.21
H -1.70 -1.55 -0.51
H -0.08 1.63 -0.35
H -0.39 -0.92 1.86
H 1.61 2.09 -2.15
H -2.72 0.53 0.59
H -2.73 -0.39 2.10
H -1.77 1.08 2.00
H 2.82 -0.76 -0.04
H 1.84 -1.39 1.38
```

**Lowest unoccupied orbital energy**: 0.21 eV
**E_HOMO**: -9.12 eV
**ΔE to the lowest compared entry with this formula, charge and spin**: 575.84 kJ/mol
**E_tot**: -12520.8046 eV



# 4
ORCA calculation (ωB97M-V with the def2-TZVPD basis set) on a single C6H10O3S molecule at a distorted geometry.

XYZ file:
```
20
C6H10O3S, DFT ωB97M-V with the def2-TZVPD basis set
C -0.03 1.70 -2.40
O -0.83 0.95 -1.51
C -0.28 0.02 -0.72
C 1.32 -0.49 -0.75
S 1.54 -1.00 0.93
O 1.62 0.11 1.86
O 2.64 -1.94 0.96
C -0.12 -1.75 1.09
C -1.04 -0.58 0.36
C -1.32 0.47 1.43
H -0.11 1.25 -3.46
H 0.89 1.98 -2.02
H -0.32 2.78 -2.54
H 2.03 -0.10 -1.43
H -0.26 -1.83 2.16
H 0.15 -2.64 0.66
H -1.98 -1.11 0.09
H -1.47 1.46 1.11
H -0.32 0.62 2.05
H -2.11 0.11 2.12
```

**Lowest unoccupied orbital energy (alpha / beta)**: 0.05 / 0.05 eV
**E_HOMO (alpha / beta)**: -8.65 / -8.65 eV
**ΔE to the lowest compared entry with this formula, charge and spin**: 340.18 kJ/mol
**SMILES**: COC1=CS(=O)(=O)C[C@H]1C
**E_tot**: -23357.1487 eV



# 5
ORCA calculation (ωB97M-V with the def2-TZVPD basis set) on 2 unconnected molecules or ions with the total composition C6H10O4 at a distorted geometry.

XYZ file:
```
20
C6H10O4, DFT ωB97M-V with the def2-TZVPD basis set
C 0.04 1.16 0.83
C -0.76 0.13 1.52
C -0.88 -1.05 0.92
C -0.25 -1.40 -0.55
C 0.80 -0.47 -0.79
C 0.22 0.90 -0.73
H 0.96 1.73 2.52
H -0.54 1.97 1.00
H -1.26 0.46 2.50
H -1.60 -1.74 1.21
H -0.02 -2.56 -0.75
H -0.67 -0.90 -2.46
H 1.26 -0.80 -1.82
H 1.93 -0.12 0.87
H 0.93 1.62 -1.04
H -1.90 0.47 -1.02
O 1.19 1.44 1.72
O -1.40 -1.39 -1.42
O 1.98 -0.68 0.03
O -1.02 1.16 -1.36
```

**Lowest unoccupied orbital energy**: 0.19 eV
**E_HOMO**: -9.77 eV
**ΔE to the lowest compared entry with this formula, charge and spin**: 601.86 kJ/mol
**E_tot**: -14568.0739 eV



# 6
ORCA calculation (ωB97M-V with the def2-TZVPD basis set) on a single C6H10O4 molecule at a distorted geometry.

XYZ file:
```
20
C6H10O4, DFT ωB97M-V with the def2-TZVPD basis set
O 0.70 -1.03 -1.37
C 0.60 0.30 -0.97
C -0.85 0.69 -0.82
O -0.78 2.00 -0.34
C -1.55 -0.23 0.28
O -1.64 -1.63 -0.01
C -0.79 0.01 1.54
C 0.54 -0.02 1.52
C 1.41 0.44 0.34
O 2.61 -0.31 0.24
H -0.09 -1.37 -0.95
H 1.13 0.97 -1.70
H -1.38 0.46 -1.75
H -1.64 2.33 -0.32
H -2.57 0.10 0.43
H -2.46 -1.81 -0.52
H -1.38 0.11 2.45
H 1.26 -0.37 2.37
H 1.73 1.43 0.56
H 2.30 -1.20 -0.08
```

**Lowest unoccupied orbital energy**: 0.36 eV
**E_HOMO**: -9.03 eV
**ΔE to the lowest compared entry with this formula, charge and spin**: 224.69 kJ/mol
**SMILES**: O[C@H]1[C@H](O)[C@@H](O)C=C[C@H]1O
**E_tot**: -14571.9830 eV